Entry from the OMol25 dataset: 7 unconnected molecules or ions with the total composition C30H40BF3N3O14S at a distorted geometry (ωB97M-V/def2-TZVPD).

- Charge: +1
- LUMO energy: -6.04 eV
- Gap between HOMO and LUMO: 4.76 eV

Last column: Mulliken charge in e.
CARTESIAN COORDINATES (ANGSTROEM)
C: -38.38268 23.05592 15.83741  -0.93
N: -37.63522 22.41114 16.86786  0.05
C: -37.90048 22.71369 18.20662  -0.18
C: -37.47331 21.79104 19.20205  -0.70
C: -36.77394 20.64634 18.84968  0.92
C: -36.57476 20.43492 17.51525  -0.57
C: -37.00108 21.28212 16.47184  -0.33
C: -36.12199 19.70134 19.90298  0.70
C: -36.15252 18.30964 19.75272  -0.49
C: -35.75403 17.58298 20.88275  -0.29
N: -35.15653 18.13040 21.99487  0.17
C: -35.05888 19.56553 22.03494  -0.47
C: -35.50642 20.32483 20.98160  -0.59
C: -34.80263 17.36198 23.12517  -1.01
H: -38.40489 24.10692 16.12549  0.33
H: -39.39957 22.67170 15.91741  0.39
H: -37.92524 22.87417 14.86487  0.33
H: -38.48031 23.59678 18.43098  0.43
H: -37.69317 22.09887 20.21363  0.49
H: -35.88357 19.60588 17.47854  0.48
H: -36.80983 21.20163 15.41196  0.39
H: -36.64852 17.71416 19.00053  0.63
H: -36.04917 16.55053 20.99826  0.22
H: -34.40598 19.91655 22.82038  0.42
H: -35.16970 21.34717 21.07015  0.49
H: -33.92151 16.79806 22.81903  0.43
H: -35.58548 16.62903 23.32020  0.19
H: -34.71269 18.02226 23.98775  0.46
B: -34.58384 14.24678 22.15658  0.79
H: -34.38361 14.69166 21.19417  0.05
H: -35.47537 14.67473 22.58817  -0.05
H: -34.79288 13.19556 22.03213  -0.55
H: -33.73764 14.34844 22.81828  -0.95
C: -30.86363 11.74188 21.57512  -0.49
C: -31.47293 11.08863 22.62760  -0.14
C: -30.72539 10.25617 23.47917  0.29
C: -29.45423 9.88524 23.18323  -0.26
C: -28.94051 10.36150 21.94500  -0.36
C: -29.64018 11.30267 21.11686  -0.76
N: -28.69311 8.96992 24.05574  0.96
O: -27.89987 8.22994 23.50093  -0.59
O: -29.06566 9.00295 25.16932  -0.55
H: -31.46179 12.35205 20.91460  0.48
H: -32.49350 11.44114 22.65152  0.05
H: -31.18922 9.76937 24.32433  0.44
H: -27.94941 10.03909 21.66186  0.41
H: -29.20831 11.62371 20.18047  0.43
O: -38.53875 8.49366 17.51524  -0.60
S: -38.79143 9.00025 18.89236  1.04
O: -38.95862 8.10627 20.04872  -0.60
O: -37.63193 10.15029 19.17624  -0.23
C: -36.40224 9.74026 19.80668  -0.60
C: -35.18361 10.59870 19.52554  -0.47
C: -40.17834 10.21236 18.84689  -0.84
H: -36.17229 8.69599 19.59524  0.60
H: -36.65956 9.90610 20.85282  0.31
H: -35.11348 11.36058 20.30189  -0.39
H: -35.13379 10.97700 18.50450  0.30
H: -34.27593 9.99864 19.58991  0.48
H: -41.09319 9.73377 18.49744  0.42
H: -39.92162 11.02962 18.17288  0.26
H: -40.24591 10.55926 19.87800  0.28
C: -34.98888 11.72327 24.54035  0.36
C: -36.39823 12.12729 24.53914  1.00
O: -36.61627 12.46891 25.89363  -0.32
C: -35.66412 11.93271 26.60666  0.53
O: -35.52524 12.17170 27.81084  -0.57
O: -34.79897 11.26215 25.83499  -0.36
F: -37.15671 11.14169 23.94332  -0.32
H: -34.46797 12.66148 24.34925  -0.49
H: -34.68639 11.00856 23.77499  0.31
H: -36.35568 12.89936 23.77090  -0.36
C: -31.33887 14.63649 24.45563  0.25
C: -31.47143 13.64180 25.57204  0.46
O: -30.75816 14.19482 26.61348  -0.31
C: -30.70853 15.49690 26.38190  0.62
O: -30.35878 16.42229 27.14603  -0.61
O: -31.20418 15.76590 25.22319  -0.37
F: -30.88875 12.47253 25.25903  -0.22
H: -32.09663 14.79506 23.68832  -0.35
H: -30.40302 14.44337 23.93124  0.21
H: -32.51969 13.46299 25.81136  0.18
C: -37.65245 13.06663 21.02543  1.93
C: -36.89648 13.52224 19.75758  0.51
O: -37.33033 14.79776 19.33430  -0.34
C: -38.51589 15.01094 19.91583  0.55
O: -39.20679 16.04282 19.80920  -0.63
O: -38.74810 14.04030 20.80123  -0.46
F: -37.19946 12.64222 18.67562  -0.36
H: -36.98994 13.07222 21.89096  -1.26
H: -37.96288 12.03856 20.83886  0.09
H: -35.81747 13.51820 19.91194  0.21

Entry from the OMol25 dataset: 5 unconnected molecules or ions with the total composition C30H40F4INO12S at a distorted geometry (ωB97M-V/def2-TZVPD).

- Charge: 0
- Structure (SMILES): C[C@H](F)N1c2c(CCCI)cccc2Sc2cccc(C(F)(F)F)c21.COC(=O)OC.COC(=O)OC.COC(=O)OC.COC(=O)OC
- LUMO energy: -0.86 eV
- Gap between HOMO and LUMO: 7.40 eV
- Relative energy (zero: lowest compared OMol25 entry of this formula, charge and spin): 481.96 kcal per mole

Last column: Mulliken charge in e.
CARTESIAN COORDINATES (ANGSTROEM)
C: 2.91010 -2.42893 0.25725  -0.89
C: 1.36182 -2.12753 0.70833  0.55
F: 0.66232 -3.44987 0.90567  -0.37
N: 0.60158 -1.19275 -0.20536  0.85
C: 1.29941 -0.95352 -1.52443  -0.49
C: 2.33440 0.35467 -1.64927  -0.17
C: 2.61008 1.38898 -0.36830  0.17
C: 4.18829 1.85521 -0.27644  -0.43
C: 4.79640 1.90585 1.24673  -0.83
I: 6.75971 0.84740 1.17190  0.05
C: 3.15502 0.68916 -3.03989  -0.43
C: 3.03178 -0.23161 -4.41247  -0.54
C: 1.99657 -1.53667 -4.29230  -0.38
C: 1.16322 -1.87359 -2.88281  0.58
S: -0.02543 -3.36358 -2.73865  -0.24
C: -1.35833 -2.69067 -1.54774  0.45
C: -2.90317 -3.20721 -1.72206  -0.37
C: -4.07773 -2.63138 -0.70225  -0.62
C: -3.58610 -1.59528 0.46791  -0.46
C: -2.00562 -1.09214 0.68631  0.10
C: -1.75240 -0.08896 1.95699  0.58
F: -0.46573 0.64235 1.93976  -0.19
F: -1.80358 -0.82498 3.26053  -0.25
F: -2.83684 0.96030 1.97432  -0.21
C: -0.83857 -1.62796 -0.36554  -0.30
H: 3.61355 -1.47341 0.27311  0.15
H: 3.00352 -3.03530 -0.76479  0.24
H: 3.36085 -3.15827 1.08628  0.35
H: 1.34666 -1.61761 1.78781  0.19
H: 2.22597 0.80940 0.58285  0.08
H: 1.86573 2.30078 -0.54711  -0.01
H: 4.90877 1.20460 -0.93091  0.24
H: 4.23692 2.95290 -0.71789  0.27
H: 4.08160 1.44768 2.06940  0.34
H: 5.01005 3.02832 1.57998  0.38
H: 3.89280 1.61835 -3.04107  0.27
H: 3.65978 0.02541 -5.36618  0.30
H: 1.90358 -2.19413 -5.27073  0.26
H: -3.14802 -3.98149 -2.58963  0.26
H: -5.21539 -2.96975 -0.78042  0.29
H: -4.42996 -1.20581 1.21671  0.23
C: -4.32767 -2.19780 9.44525  -0.61
O: -4.44765 -1.02595 8.64117  -0.32
C: -4.21345 -1.22893 7.32016  0.69
O: -3.92144 -2.29390 6.79885  -0.54
O: -4.36025 -0.04182 6.67949  -0.32
C: -4.14189 -0.10387 5.27136  -0.50
H: -4.53567 -1.91912 10.48198  0.22
H: -5.05866 -2.95288 9.13846  0.28
H: -3.31021 -2.59870 9.39399  0.29
H: -4.86536 -0.77526 4.79771  0.30
H: -3.11699 -0.42105 5.05325  0.22
H: -4.28547 0.90005 4.86250  0.28
C: 9.20264 -4.48072 -3.86534  -0.62
O: 8.35883 -3.61314 -3.11071  -0.28
C: 8.99272 -2.53301 -2.58858  0.70
O: 10.17774 -2.26650 -2.71466  -0.54
O: 8.07991 -1.80071 -1.90174  -0.18
C: 8.60912 -0.62430 -1.29314  0.12
H: 8.59184 -5.30905 -4.23486  0.22
H: 9.62597 -3.95414 -4.72680  0.29
H: 9.99613 -4.89306 -3.23373  0.29
H: 9.00878 0.05640 -2.05171  0.32
H: 9.37887 -0.88248 -0.55870  0.33
H: 7.79276 -0.11702 -0.77173  -0.67
C: -9.26601 1.66880 -1.58769  -0.62
O: -8.36175 1.07916 -0.65560  -0.32
C: -7.21343 1.77854 -0.47295  0.68
O: -6.91637 2.82650 -1.02499  -0.54
O: -6.45270 1.11006 0.43019  -0.27
C: -5.20420 1.73462 0.72268  -0.40
H: -10.14829 1.02636 -1.65538  0.22
H: -9.58570 2.65743 -1.24269  0.29
H: -8.80963 1.73272 -2.58077  0.29
H: -5.36148 2.72586 1.15996  0.43
H: -4.58545 1.80115 -0.17804  0.31
H: -4.67967 1.11492 1.45513  -0.06
C: -1.46057 3.38562 -0.26493  0.25
O: -1.58055 4.55747 -1.06901  -0.35
C: -1.34635 4.35449 -2.39002  0.72
O: -1.05434 3.28952 -2.91132  -0.55
O: -1.49316 5.54160 -3.03069  -0.34
C: -1.27479 5.47955 -4.43882  -0.61
H: -1.66857 3.66430 0.77181  0.27
H: -2.19157 2.63055 -0.57171  0.14
H: -0.44311 2.98472 -0.31619  -0.27
H: -1.99826 4.80816 -4.91247  0.29
H: -0.24990 5.16237 -4.65693  0.29
H: -1.41838 6.48347 -4.84768  0.22